# 1
Formula: C5H8O2
Source: the Open Molecules 2025 dataset
Level of theory: ωB97M-V/def2-TZVPD

```
! RIJCOSX wB97M-V def2-TZVPD def2/J DEFGRID3
* xyz 0 1
O 1.86156 -1.85884 -0.33695
O 1.31268 0.27516 0.29956
C -0.50128 1.71641 -0.20663
C -0.95879 -0.65853 0.79435
C 2.11436 -0.78169 0.14249
C -0.80033 -0.82762 -0.69874
C -0.09256 0.28256 0.02031
H -0.44773 -1.38309 1.42364
H 3.10344 -0.50637 0.53802
H -1.63496 -0.53160 -1.32986
H -0.22909 -1.67805 -1.04403
H -1.90097 -0.29006 1.19065
H -0.19415 2.34473 0.63646
H -0.04336 2.11634 -1.11900
H -1.58881 1.78065 -0.31028
*
```

As for the maximum force: 0.754 eV Å⁻¹. For the gap between HOMO and LUMO, the calculation gives 0.409 Eh. Its highest occupied orbital energy is -10.1 eV. The calculation puts the LUMO energy at 1.0 eV. The SMILES is CC1(OC=O)CC1. The calculation puts the total energy at -345.76395 Eh.

***

# 2
Formula: C6H7N4O
Source: the Open Molecules 2025 dataset
Level of theory: ωB97M-V/def2-TZVPD

```
! RIJCOSX wB97M-V def2-TZVPD def2/J DEFGRID3
* xyz 1 3
O 2.91334 -1.35372 -1.34611
N 1.66812 -1.05345 -1.00966
N 1.50775 -0.16913 0.00005
N 2.49639 0.14454 0.80861
N 0.63742 -1.48591 -1.58773
C 0.14073 -0.07455 0.08790
C -2.46371 -0.03060 -0.41698
C -0.57692 0.84302 0.95999
C -1.96108 0.69363 0.67491
C -1.71258 -0.71399 -1.33393
C -0.37701 -0.82728 -0.98060
H -0.21223 1.38315 1.77080
H 2.53077 1.11921 1.09302
H -2.57692 1.38281 1.12019
H 3.37858 -0.23635 0.28341
H -3.61469 -0.05797 -0.57856
H 3.12531 -2.26427 -1.32031
H -2.08305 -1.07158 -2.26756
*
```

As for the maximum force: 5.642 eV Å⁻¹. For the gap between HOMO and LUMO (alpha / beta), the calculation gives 0.253 / 0.229 Eh. Its highest occupied orbital energy (alpha / beta) is -10.3 / -13.7 eV. The calculation puts the LUMO energy (alpha / beta) at -3.4 / -7.5 eV. The calculation puts the total energy at -526.57373 Eh. The expectation value of S² is 2.034.

***

# 3
Formula: C6H6O2
Source: the Open Molecules 2025 dataset
Level of theory: ωB97M-V/def2-TZVPD

```
! RIJCOSX wB97M-V def2-TZVPD def2/J DEFGRID3
* xyz 0 1
O -2.02631 -0.19407 -1.35216
O -0.06010 0.98937 -1.18227
C -1.11826 0.09361 -0.69255
C 1.31772 -1.07935 0.94470
C -0.57898 0.08585 0.74226
C 0.02688 -1.19092 1.12766
C 0.44203 0.93524 0.25996
C 1.76645 0.15515 0.15096
H 2.18802 0.11213 -0.82501
H -1.23918 0.59198 1.41036
H 0.37143 1.97011 0.48035
H -0.60854 -1.82886 1.95219
H 2.63077 0.56698 0.71677
H 2.21374 -1.77228 1.34282
*
```

As for the maximum force: 6.215 eV Å⁻¹. For the gap between HOMO and LUMO, the calculation gives 0.388 Eh. Its highest occupied orbital energy is -9.8 eV. The calculation puts the LUMO energy at 0.8 eV. The calculation puts the total energy at -382.61467 Eh.

***

# 4
Formula: C3H11N3O
Source: the Open Molecules 2025 dataset
Level of theory: ωB97M-V/def2-TZVPD

```
! RIJCOSX wB97M-V def2-TZVPD def2/J DEFGRID3
* xyz 0 1
O -0.27031 3.66776 1.77875
N 0.00879 1.58895 -0.22782
N 0.56907 -0.60919 0.25600
N -1.33105 0.16532 1.24989
C 0.09145 -1.80259 -0.52513
C -0.26927 0.53192 0.41517
C 0.93664 -1.99584 -1.81433
H 0.46146 -2.78856 -2.39157
H -0.02211 4.36932 1.18152
H 0.32891 -2.57980 0.19955
H -1.46235 0.59423 2.15630
H -0.27241 2.83031 1.29438
H -1.00051 -1.84038 -0.69433
H -1.30783 -0.81975 1.45979
H 1.48060 -0.35261 -0.10921
H 0.77427 -1.08491 -2.39541
H -0.68277 2.33058 -0.26783
H 1.96742 -2.20476 -1.56573
*
```

As for the maximum force: 2.237 eV Å⁻¹. For the gap between HOMO and LUMO, the calculation gives 0.367 Eh. Its highest occupied orbital energy is -9.0 eV. The calculation puts the LUMO energy at 0.9 eV. The SMILES is [H]/N=C(\N)NCC.O. The calculation puts the total energy at -360.37951 Eh.